Computed, not measured: a cluster of 12 separate species, C42H90N4O36P6 in total at a distorted geometry, with ωB97M-V/def2-TZVPD.

LUMO level: -0.0403 hartree
SMILES: O=C1C=C(O)C(=O)C=C1O.O=C1C=C(O)C(=O)C=C1O.COP(=O)(OC)OC.COP(=O)(OC)OC.COP(=O)(OC)OC.COP(=O)(OC)OC.COP(=O)(OC)OC.COP(=O)(OC)OC.CN(C)C=O.CN(C)C=O.CN(C)C=O.CN(C)C=O
HOMO-LUMO gap: 7.802 eV
calculated total energy: -180427.13277 eV

Structure (ORCA input):
```
! RIJCOSX wB97M-V def2-TZVPD def2/J DEFGRID3
* xyz 0 1
O 1.50960 1.70618 -2.98158
C 1.34681 0.98374 -2.02799
C 0.75796 1.42351 -0.75272
C 0.45778 0.63928 0.28678
O -0.12279 1.17332 1.36493
C 0.68724 -0.88192 0.18642
O 0.22685 -1.69598 0.96117
C 1.49783 -1.30774 -0.92842
C 1.69553 -0.46997 -1.96432
O 2.37973 -0.95823 -3.01454
H 0.47601 2.46562 -0.69821
H -0.12532 0.51939 2.09921
H 1.89399 -2.30813 -0.95696
H 2.78856 -0.22588 -3.50718
O -3.27553 -5.80898 -0.08623
C -2.45072 -5.47389 -0.92554
C -1.10518 -5.27806 -0.50705
C -0.18652 -4.67003 -1.28463
O 1.07400 -4.51105 -0.87310
C -0.56317 -3.98325 -2.61120
O 0.26974 -3.50089 -3.34166
C -1.88878 -4.35816 -3.13155
C -2.77115 -4.97055 -2.30677
O -4.05030 -5.15582 -2.66518
H -0.87974 -5.76476 0.43224
H 1.10788 -4.73906 0.08337
H -2.15293 -3.99990 -4.11694
H -4.21403 -4.66757 -3.48256
C -2.56445 -1.96988 -0.49814
O -3.81696 -1.42033 -0.92085
P -5.19314 -2.15787 -0.54235
O -5.14474 -3.19783 0.49800
O -6.14502 -0.88211 -0.35197
C -7.50257 -0.78096 -0.00678
O -5.73408 -2.68958 -1.95585
C -6.66433 -3.73447 -1.96761
H -2.73176 -2.60722 0.37485
H -1.97662 -1.09339 -0.23190
H -2.12571 -2.59803 -1.27473
H -7.82897 -1.76048 0.35377
H -8.11240 -0.50858 -0.87287
H -7.67796 0.00268 0.73049
H -7.66573 -3.55140 -1.55633
H -6.26126 -4.57620 -1.39402
H -6.93447 -4.13831 -2.94684
C -0.49610 8.67808 1.36797
O 0.46242 7.64541 1.54373
P 0.39116 6.25279 0.76864
O 1.18178 5.21794 1.44906
O -1.20509 6.00355 0.67066
C -1.78822 5.67744 1.90882
O 0.85630 6.47161 -0.72304
C 1.34902 5.43341 -1.56969
H -1.07948 9.00414 2.23035
H -1.20438 8.45498 0.56819
H 0.11254 9.53576 1.06560
H -2.35827 6.48909 2.37857
H -1.11505 5.29591 2.67860
H -2.58872 4.93187 1.84688
H 1.92614 4.72402 -0.97649
H 1.87167 5.84083 -2.42794
H 0.48352 4.88065 -1.94630
C -4.62841 7.39864 0.18466
O -3.66821 6.91024 -0.79362
P -3.87014 5.47742 -1.44092
O -4.72032 4.58964 -0.61775
O -4.43915 5.83364 -2.90362
C -5.66439 5.30782 -3.33841
O -2.39280 4.87325 -1.76062
C -2.00760 3.67115 -1.13666
H -4.36999 7.04129 1.18034
H -5.56108 7.00140 -0.20712
H -4.59835 8.48234 0.26489
H -5.62044 4.76562 -4.28965
H -6.32534 6.15156 -3.55677
H -6.21265 4.59407 -2.72099
H -2.10329 2.77802 -1.75737
H -2.63276 3.45485 -0.26545
H -1.00060 3.65916 -0.72747
C -1.77749 1.24400 5.54606
O -1.02101 0.03755 5.87798
P -0.80351 -1.06285 4.76295
O -0.49929 -0.57495 3.41787
O 0.41404 -1.91516 5.33950
C 1.46844 -1.31811 6.10822
O -2.01338 -2.07367 4.82782
C -2.40634 -2.60439 6.12958
H -1.06421 2.06145 5.63941
H -2.49550 1.41089 6.34368
H -2.16217 1.18898 4.53273
H 1.04826 -0.97939 7.05984
H 2.01209 -0.54179 5.57766
H 2.05720 -2.16532 6.46324
H -1.48137 -2.91807 6.60879
H -2.98228 -3.50654 5.93388
H -3.03668 -1.86956 6.61964
C 4.31472 1.40941 1.78859
O 3.98476 2.54572 2.57982
P 3.86882 2.46046 4.19085
O 4.91616 1.71622 4.90285
O 2.39690 1.87799 4.36427
C 1.22991 2.62429 3.98811
O 3.60953 3.99983 4.63525
C 3.77091 5.04795 3.68970
H 4.70530 1.71529 0.81925
H 3.41228 0.79788 1.76217
H 5.15994 0.85038 2.20116
H 0.81246 3.24542 4.77979
H 0.47851 1.85251 3.82651
H 1.48780 3.12537 3.05698
H 4.60491 4.89918 3.00427
H 3.87733 5.97069 4.26239
H 2.91837 5.26062 3.03477
C 5.67785 -1.82771 -2.71362
O 6.38597 -1.29269 -3.81163
P 5.65718 -0.42087 -4.94474
O 4.58720 0.46008 -4.43417
O 5.20978 -1.55965 -5.94844
C 5.04469 -1.38142 -7.37339
O 6.84615 0.28661 -5.75076
C 7.64651 1.29372 -5.08042
H 5.04778 -2.64542 -3.09029
H 5.14645 -1.15759 -2.04373
H 6.32665 -2.46717 -2.10615
H 5.54755 -0.50368 -7.77964
H 4.03888 -1.37083 -7.78832
H 5.59841 -2.23101 -7.76823
H 7.42024 1.38028 -4.01899
H 7.52568 2.18456 -5.68765
H 8.66075 0.89377 -5.11142
C 4.34069 -5.90638 -0.68885
N 4.96222 -4.74218 -0.10200
C 4.02448 -3.71418 0.26223
C 6.28309 -4.66564 0.10722
O 6.86139 -3.70586 0.58568
H 4.87636 -6.85209 -0.68280
H 3.88833 -5.68309 -1.66223
H 3.40774 -6.14348 -0.16051
H 3.58334 -3.14981 -0.55929
H 3.14785 -4.18997 0.71421
H 4.39594 -3.05691 1.04612
H 6.76183 -5.62262 -0.16711
C -4.51035 -0.85611 2.79632
N -4.60191 0.51773 3.18136
C -3.93068 1.48297 2.36933
C -5.40252 0.89318 4.21964
O -5.55211 2.02974 4.61043
H -4.62868 -1.64045 3.53673
H -3.53672 -1.03555 2.32226
H -5.11321 -1.01167 1.89349
H -4.03790 1.17672 1.31966
H -4.37311 2.47848 2.40354
H -2.84735 1.65492 2.41434
H -5.94676 0.06681 4.69822
C -0.03290 -4.59308 3.37403
N 0.93077 -5.66630 3.55460
C 1.09499 -6.03982 4.94646
C 1.79108 -6.06629 2.60950
O 1.62497 -5.75027 1.43158
H -0.02264 -4.08902 2.40870
H 0.08971 -3.83100 4.13904
H -1.07005 -4.93637 3.43546
H 0.07597 -6.15574 5.33092
H 1.56354 -7.01754 5.05401
H 1.54096 -5.35352 5.67137
H 2.62918 -6.64807 3.02056
C 1.54341 0.74732 -6.31215
N 1.37356 -0.35968 -7.23117
C 1.42465 -1.74289 -6.78510
C 1.26466 -0.10191 -8.54765
O 1.42078 -0.87442 -9.47738
H 0.85301 0.78346 -5.46644
H 1.61112 1.65935 -6.89547
H 2.48981 0.60611 -5.77620
H 1.22836 -2.42992 -7.60638
H 2.37482 -2.02072 -6.33102
H 0.56987 -1.91960 -6.12784
H 1.11839 0.97737 -8.73518
*
```